[1]
15
Properties=species:S:1:pos:R:3:forces:R:3:lowdin_charge:R:1 method="wB97M-V/def2-TZVPD" charge=+1 relative_energy_kj_mol=344.4 fmax_ha_per_bohr=0.121 orbital_gap_ha=0.426 spin_multiplicity=1
N 0.56823 0.08919 0.59817 -1.555 -1.675 5.789 0.102
C 1.47178 1.12715 -0.03410 0.029 -0.639 2.118 0.064
C -2.32112 0.19654 -0.56911 0.902 -0.071 -0.521 -0.028
C 2.63052 -1.28718 -0.09816 -0.335 -0.449 0.739 0.162
C 1.82824 -0.25850 0.05584 1.383 -1.067 -1.571 -0.281
H 1.78826 1.85457 0.68761 0.469 0.311 -0.024 0.140
H -1.72483 1.08730 -0.75537 -0.387 0.524 0.059 0.023
H -2.80684 0.23435 0.41233 0.028 -0.195 -0.462 0.055
H 0.66424 -0.10395 1.75441 -0.641 1.274 -3.833 0.283
H 2.46541 -2.29514 0.28556 -0.680 0.339 -0.130 0.098
H -0.44663 -0.12854 0.31779 1.872 0.261 -0.316 0.118
H -2.96874 0.04511 -1.43439 -0.289 0.150 0.440 0.053
H 0.99901 1.44902 -0.88368 -0.719 1.039 -2.195 0.107
H -1.57394 -0.60305 -0.68986 -0.536 -0.480 0.295 0.018
H 3.60823 -1.22430 -0.51804 0.459 0.677 -0.389 0.085



[2]
21
Properties=species:S:1:pos:R:3:forces:R:3:lowdin_charge:R:1 method="wB97M-V/def2-TZVPD" relative_energy_kj_mol=52.8 fmax_ha_per_bohr=0.076 orbital_gap_ha=0.374 smiles="CNC(C)=O.CC(N)=O" spin_multiplicity=1
O 0.47378 1.36280 -1.08743 0.365 0.265 -0.270 0.025
O -2.24020 -1.45375 0.95365 0.793 0.417 0.683 0.019
N 0.69988 0.45071 0.97400 0.847 0.176 -0.527 0.000
N -2.12465 0.26051 -0.51305 0.492 -0.040 0.330 0.149
C -1.65072 -0.88610 0.05460 -1.316 -2.092 -3.025 -0.579
C -0.11121 1.40344 1.71338 -0.409 -0.548 0.005 -0.073
C -0.80815 -1.76538 -1.01644 -0.494 0.981 1.574 0.003
C 1.13445 0.68744 -0.32135 -0.378 -0.151 1.186 -0.555
C 2.45917 0.05255 -0.67093 -0.222 -0.048 -0.366 -0.001
H -0.90694 0.85266 2.22010 -0.136 0.190 -0.068 0.079
H -0.34849 -2.59743 -0.48871 0.208 0.106 -0.036 0.069
H -2.93914 0.67523 -0.08853 0.246 0.222 0.047 0.112
H 2.47090 -1.00565 -0.41786 0.006 -0.064 0.144 0.082
H -0.54358 2.10378 1.00267 0.048 0.031 0.149 0.082
H 0.47535 1.91167 2.47791 0.102 0.173 -0.119 0.081
H -1.52094 0.77239 -1.14199 -0.219 0.155 0.175 0.077
H -0.11252 -1.18666 -1.61716 0.158 0.009 0.112 0.049
H 1.25985 -0.17535 1.53440 0.047 0.140 -0.129 0.136
H 2.63013 0.14894 -1.73966 0.006 0.046 -0.006 0.085
H -1.55625 -2.17010 -1.69560 -0.152 0.045 0.098 0.073
H 3.25928 0.55830 -0.13199 0.008 -0.014 0.042 0.086



[3]
35
Properties=species:S:1:pos:R:3:forces:R:3:lowdin_charge:R:1 method="wB97M-V/def2-TZVPD" fmax_ha_per_bohr=0.074 orbital_gap_ha=0.366 smiles=C[Si@](Cl)(O[Si@@](C)(Cl)c1ccccc1)c1ccccc1 spin_multiplicity=1
Cl 0.89362 -1.41330 -3.70216 0.457 0.631 0.526 0.339
Cl -2.48341 -0.26159 -2.49917 0.289 -0.175 0.309 0.361
Si -1.30601 1.17120 -1.55200 0.491 0.884 -0.761 0.141
Si 1.42744 -0.22292 -2.04871 -1.140 0.813 0.514 0.127
O 0.33064 1.05193 -1.93871 -0.740 -1.120 0.026 -0.321
C 0.80249 -2.64353 1.74114 -0.114 -0.381 0.508 -0.059
C -0.50103 1.42527 2.45629 2.446 1.775 -0.558 -0.093
C 0.08398 -2.97969 0.57626 1.776 1.442 3.065 -0.073
C -1.39526 0.57970 3.03868 -0.489 -0.767 0.985 -0.100
C 0.31788 -2.23124 -0.50838 -0.115 -0.970 -1.246 -0.146
C -1.49629 1.08521 0.30843 1.188 -0.192 -1.118 -0.285
C 2.06212 -1.00094 0.58333 0.652 0.296 0.438 -0.104
C 1.31954 -1.29094 -0.52827 -0.617 1.177 -1.948 -0.276
C -1.89403 2.77678 -2.33834 0.504 0.160 2.335 -0.179
C -0.50476 1.68548 1.08893 -2.116 -0.732 0.097 -0.075
C 3.10607 0.48723 -2.00944 0.141 0.148 -2.195 -0.167
C 1.84366 -1.70442 1.74080 -0.961 -1.178 0.786 -0.075
C -2.35817 0.20877 0.88081 -1.613 -1.856 -0.418 -0.129
C -2.32750 -0.05232 2.24637 -1.190 -0.185 -0.278 -0.080
H 3.41958 1.07733 -2.90338 -0.263 -0.348 0.798 0.063
H 2.43712 -1.60627 2.65232 -0.224 0.370 -0.320 0.109
H 2.78773 -0.20165 0.57535 0.211 -0.046 -0.073 0.097
H -3.03208 -0.37149 0.18524 0.494 0.677 1.152 0.091
H -0.26796 -2.55976 -1.34562 0.042 0.630 -0.871 0.084
H 0.30812 1.89855 3.03756 -0.613 -0.261 -0.045 0.114
H 3.66852 -0.41958 -1.99595 0.949 -0.749 -0.187 0.029
H -0.99689 3.39938 -2.47408 -0.468 -0.128 -0.718 0.038
H -2.47803 3.31041 -1.55800 0.141 -0.264 -0.371 0.041
H -1.34540 0.39026 4.11950 -0.074 0.087 -0.538 0.115
H -3.11721 -0.69286 2.64628 0.505 0.026 0.123 0.109
H 0.02196 2.36752 0.48569 1.695 0.958 0.419 0.088
H -0.62044 -3.72729 0.58966 -1.613 -1.546 0.096 0.084
H 3.35622 0.97093 -1.10001 -0.072 0.788 0.757 0.021
H 0.50239 -3.09027 2.69542 0.377 -0.149 -0.370 0.105
H -2.56460 2.58411 -3.14585 0.062 0.185 -0.923 0.006



[4]
119
Properties=species:S:1:pos:R:3:forces:R:3:lowdin_spin:R:1 method="wB97M-V/def2-TZVPD" charge=+3 relative_energy_kj_mol=20.8 fmax_ha_per_bohr=0.024 orbital_gap_ha="0.261 / 0.145" spin_multiplicity=5
Rh 1.97038 0.40240 0.46713 1.142 0.029 0.418 0.856
S -0.83773 -1.82453 -1.57250 0.123 0.284 0.285 0.756
P 3.50755 -0.69006 -0.83436 0.409 -0.457 -0.576 0.001
O 0.93864 -1.25086 1.48422 -0.041 -0.171 -0.053 0.320
O 0.93969 1.32424 -1.10558 -0.167 -0.308 -0.265 0.246
N -0.71639 -3.36699 -3.68386 0.055 0.236 0.036 0.044
N 5.49495 -2.65525 -1.20427 0.073 -0.002 -0.057 -0.001
N 5.51432 -0.75658 -2.71905 0.128 0.096 -0.102 0.000
N 0.57847 1.33664 1.43427 -0.503 0.340 0.658 0.177
N 3.82246 -2.44623 -2.96047 -0.079 -0.071 -0.134 0.000
N 3.23641 0.43075 2.38114 -0.395 -0.210 -0.550 0.021
N -2.67437 -3.50226 -2.37241 -0.058 0.109 0.126 0.042
C -1.33341 4.18967 -3.68818 0.001 -0.046 0.053 0.000
C 0.23314 6.68073 1.56790 -0.118 -0.032 -0.050 0.021
C -0.16821 0.63693 2.34450 0.163 -0.068 -0.081 0.132
C -3.62275 -0.03894 5.82462 0.029 0.018 -0.096 0.001
C -1.63024 -1.04042 4.00212 0.171 -0.281 -0.033 0.070
C -1.76137 6.98963 0.09985 -0.019 -0.068 -0.007 0.001
C -2.02229 5.84309 2.30058 -0.014 -0.102 -0.101 0.011
C -0.25505 3.66812 1.31791 0.022 -0.090 0.087 0.015
C -0.55478 3.06343 -3.00834 0.279 -0.083 -0.068 0.009
C -0.67623 -3.18105 3.05031 0.124 0.046 -0.123 0.005
C -0.71887 4.70624 0.48481 -0.031 -0.158 0.069 0.209
C -1.83296 0.36062 4.06539 0.138 0.274 -0.284 0.148
C -1.20380 -3.56387 1.65193 0.070 -0.007 0.069 0.021
C 4.75814 0.18441 -1.89928 -0.163 0.030 0.181 0.003
C 6.34663 -1.62890 -1.97799 0.121 0.170 -0.127 0.000
C -1.09243 6.03650 1.09094 0.198 0.242 0.168 0.026
C -3.43273 -4.59549 -2.99617 -0.193 -0.133 -0.226 0.004
C 0.81783 2.93903 -3.69886 -0.115 0.045 0.014 0.005
C 4.68692 -1.49460 -3.66202 0.003 -0.019 0.031 0.000
C -0.98518 -4.12168 -4.91836 -0.018 -0.319 -0.174 0.004
C 4.67992 -1.98746 -0.14563 -0.365 0.407 0.309 -0.002
C -4.44102 -4.08674 -4.02185 0.108 0.004 0.072 0.005
C -0.73748 -1.65411 3.15982 0.006 -0.007 0.056 0.061
C 2.79929 -1.77310 -2.16366 -0.009 0.202 0.162 -0.001
C -3.68432 2.02144 4.42272 0.017 -0.119 -0.050 0.007
C -0.36304 3.31677 -1.51773 -0.013 0.045 -0.160 0.098
C 0.15536 2.48466 0.77167 0.139 0.100 -0.245 0.128
C -0.80396 4.46516 -0.90471 -0.016 -0.119 -0.182 0.046
C 4.59748 -3.37631 -2.21301 -0.207 -0.103 -0.212 0.000
C 0.07047 -0.80486 2.31774 -0.212 0.047 0.055 0.169
C -2.76040 0.98777 5.08677 0.035 0.207 0.221 0.017
C -1.34708 1.75615 -3.18727 -0.021 0.036 0.019 0.014
C -1.48242 -3.01999 -2.65865 -0.173 -0.414 -0.331 0.075
C -0.26522 -5.46435 -4.91586 -0.077 0.114 0.052 0.004
C 0.75256 -3.72812 3.23089 -0.211 0.130 0.064 0.002
C -1.86122 1.70027 6.12264 -0.111 -0.075 -0.040 0.013
C 0.27329 2.33637 -0.67643 -0.186 0.212 0.467 0.181
C -1.56301 -3.85855 4.09588 -0.019 -0.008 -0.076 0.001
C -1.11935 1.17528 3.19570 -0.255 0.031 0.171 -0.013
H -1.20518 -4.65053 1.54336 -0.004 0.014 -0.040 0.001
H 0.73630 6.06505 2.31439 0.002 0.008 0.013 0.000
H 0.21146 -2.97108 -3.64952 -0.003 0.000 0.093 0.001
H -2.05377 -4.24930 -5.05393 0.062 0.125 0.001 0.000
H -4.29489 0.48478 6.50274 -0.001 -0.007 0.017 0.000
H -3.95901 -3.49802 -4.80309 -0.063 0.011 -0.004 0.000
H -2.22389 -1.66213 4.65411 0.015 0.079 -0.023 0.002
H -1.10291 7.24387 -0.73203 -0.018 -0.002 -0.013 0.000
H -3.95897 -5.10323 -2.18933 0.099 -0.031 0.037 0.000
H -2.48539 2.14155 6.90030 0.019 0.011 0.012 0.002
H -1.46516 3.94458 -4.74184 0.008 0.010 -0.005 0.000
H -0.80782 0.90438 -2.76705 0.019 -0.007 -0.003 0.011
H -0.17789 3.81165 2.38597 -0.087 0.038 -0.019 -0.002
H -1.26259 -3.58745 5.10881 -0.013 -0.031 0.012 0.000
H -2.73582 -5.30768 -3.43243 0.011 -0.001 0.114 0.000
H -2.32584 4.31396 -3.25198 -0.004 0.035 -0.007 0.000
H 1.14221 -3.46130 4.21500 0.007 -0.028 -0.005 0.000
H 2.14003 -2.50498 -1.69412 -0.032 -0.031 -0.008 -0.001
H 6.99806 -2.19453 -2.64486 -0.049 -0.099 0.060 0.000
H -4.26490 1.56039 3.62145 -0.036 0.036 0.002 0.000
H 6.12084 -3.33940 -0.77312 -0.017 0.000 0.034 0.000
H -2.61638 -3.60897 3.96090 -0.012 -0.023 0.034 0.000
H 4.09165 -2.73854 0.38516 0.067 -0.064 -0.031 0.000
H -2.93274 5.31710 2.00702 -0.021 0.010 0.043 0.000
H 3.80585 -0.38529 2.57653 -0.037 -0.023 0.037 0.001
H 0.91161 6.83643 0.72782 0.020 0.019 0.019 0.000
H 3.96076 -4.06225 -1.65394 0.049 0.021 0.054 0.000
H 0.80202 -5.32707 -4.73555 -0.001 -0.051 -0.031 0.000
H 1.42031 -3.33955 2.47117 0.138 0.061 -0.109 0.000
H 3.84770 1.23990 2.41091 -0.011 0.055 0.003 0.005
H 0.67133 2.77003 -4.76708 0.012 0.030 0.003 0.001
H -0.62159 -3.50636 -5.74160 -0.054 0.053 0.032 0.001
H -1.27239 2.49529 5.66329 0.000 0.005 -0.007 0.000
H -0.56808 -3.13004 0.87371 0.039 -0.046 -0.013 0.017
H -1.17876 0.99028 6.59299 0.007 0.028 0.030 0.000
H -3.14821 -3.02324 -1.61825 0.021 0.036 -0.030 0.001
H 5.32775 -2.03649 -4.35906 0.008 -0.013 0.040 0.000
H -1.23931 5.23644 -1.52022 -0.009 -0.024 0.026 0.000
H -0.66485 -6.13038 -4.15084 0.030 -0.010 0.008 0.000
H 5.44457 0.76297 -1.27754 -0.027 0.022 0.001 0.000
H 1.39036 2.10974 -3.29059 0.049 -0.044 0.007 0.000
H 5.24708 -3.94494 -2.87885 0.106 0.047 0.085 0.000
H 2.58663 0.51991 3.15824 -0.047 0.026 -0.028 0.001
H -1.29323 2.23997 3.19129 0.007 -0.023 0.059 -0.004
H -5.20036 -3.46812 -3.54536 -0.009 0.010 -0.023 0.000
H -1.51340 1.57315 -4.24992 0.014 0.000 -0.009 0.001
H 0.73380 -4.81692 3.15779 0.009 0.020 0.030 0.000
H 4.07569 -0.79646 -4.23161 -0.010 -0.015 0.017 0.000
H 5.35645 -1.51683 0.56943 0.072 -0.064 -0.026 0.000
H -3.01960 -0.71906 6.42774 -0.022 -0.029 -0.010 0.000
H 0.01335 7.65006 2.01559 0.023 0.004 0.010 0.004
H -3.13628 2.86863 4.00927 0.009 0.001 -0.005 0.000
H -2.00370 7.91929 0.61264 0.000 0.005 0.002 0.000
H -1.54234 5.29086 3.10921 -0.012 -0.003 0.011 0.000
H -4.38010 2.41330 5.16384 0.003 0.016 0.005 0.001
H -4.93742 -4.93667 -4.48762 -0.030 0.005 0.009 0.001
H -0.38908 -5.94228 -5.88614 0.018 -0.012 0.001 0.001
H -2.69385 6.57943 -0.29278 0.005 0.005 -0.023 0.000
H 2.18891 -1.13486 -2.80834 -0.010 -0.061 -0.013 0.001
H -2.22404 -3.19849 1.51578 -0.026 -0.020 0.021 0.000
H -4.23754 -0.61971 5.13408 -0.011 -0.026 0.023 0.000
H 6.95240 -1.08716 -1.25230 -0.036 -0.052 0.056 0.000
H 4.23393 0.89135 -2.54568 0.018 0.011 0.016 0.000
H -1.46569 -4.93984 3.99825 -0.011 -0.001 0.010 0.000
H -0.79969 5.13940 -3.63540 -0.019 0.012 -0.021 0.000
H -2.32289 1.82618 -2.70288 -0.005 -0.015 0.005 0.000
H 1.39446 3.85701 -3.57530 0.004 -0.002 -0.030 0.000
H -2.30655 6.81719 2.69640 0.009 0.009 0.001 0.002